[1]
Below is a structure of composition C31H32CrN2O4S3 at a distorted geometry, with properties calculated with ωB97M-V with the def2-TZVPD basis set.

Output
HOMO level (alpha / beta), eV: 0.399 / -0.958
Net charge: -2
<S²>: 6.014
2S+1: 5
Calculated total energy, eV: -104766.977

```
73
Properties=species:S:1:pos:R:3:forces:R:3
Cr 0.36782 0.90812 -1.86614 -0.289 1.173 -0.171
S 2.77093 1.09572 -1.72557 0.590 0.083 0.076
C 2.99683 2.82353 -1.83685 -0.740 -0.036 -0.059
C 4.31021 3.30408 -1.60610 0.499 0.311 0.119
N 5.39649 3.66637 -1.44561 -0.094 -0.036 0.040
C 1.97984 3.69641 -2.15804 -0.073 -0.886 -0.085
S 0.39176 3.18745 -2.67040 0.190 0.914 -0.184
C 2.19979 5.09255 -2.03894 0.252 0.673 0.031
N 2.35931 6.22869 -1.89530 -0.046 -0.113 -0.067
C -3.62131 -0.03871 -0.92829 0.103 0.149 0.071
C -2.55115 1.06199 -1.03631 0.058 0.053 -0.057
C -3.21407 2.38992 -1.43916 0.088 -0.115 0.140
O -1.57679 0.69642 -1.92338 -0.426 -0.162 -0.053
H -4.36488 0.20760 -0.16035 -0.042 -0.060 -0.006
H -3.13792 -0.98521 -0.67735 -0.020 -0.045 -0.012
H -4.12742 -0.15647 -1.89088 0.023 -0.020 -0.012
H -2.13659 1.20833 -0.01560 -0.101 0.046 0.002
H -3.70086 2.27231 -2.41190 0.003 0.007 -0.012
H -2.44353 3.15673 -1.53026 -0.017 0.026 0.000
H -3.96100 2.70163 -0.69742 -0.014 0.054 -0.040
C 0.09265 -7.05605 -4.15017 0.015 0.017 0.032
C 0.19977 -5.62079 -3.70933 0.000 0.155 -0.059
C 0.50397 -5.27595 -2.40338 -0.014 -0.204 -0.054
C 0.61376 -3.95447 -1.98590 -0.002 0.441 -0.189
C 0.97868 -3.73045 -0.54240 0.036 0.029 0.015
C 0.40643 -2.90546 -2.91795 -0.002 -0.946 -0.074
C 0.11338 -3.25464 -4.25730 0.015 0.380 0.212
C -0.11914 -2.22203 -5.32732 -0.023 -0.078 -0.131
C 0.01680 -4.59004 -4.61930 -0.011 -0.258 0.001
C 0.48514 -1.46580 -2.52168 0.172 1.212 0.265
O 0.45852 -0.55492 -3.38592 0.052 -1.587 -0.891
O 0.58217 -1.12406 -1.30141 -0.012 -1.570 0.329
H -0.08240 -7.71903 -3.30169 0.005 -0.005 0.000
H 1.00900 -7.38443 -4.64807 -0.002 -0.013 0.003
H -0.72859 -7.18022 -4.85818 0.004 -0.038 -0.003
H 0.66578 -6.06447 -1.67373 -0.012 0.006 0.007
H 1.16700 -4.68884 -0.04974 -0.003 0.014 -0.067
H 0.18844 -3.20796 -0.01072 -0.038 0.099 0.041
H 1.86534 -3.10474 -0.46285 -0.006 0.058 0.058
H -0.95002 -1.57078 -5.06058 0.037 0.053 -0.031
H -0.32987 -2.71239 -6.28182 -0.015 -0.063 0.027
H 0.74619 -1.57165 -5.43118 -0.052 0.026 -0.037
H -0.21268 -4.83895 -5.65161 -0.022 0.051 -0.007
O 0.23512 1.86985 0.06153 -0.322 0.394 1.219
S 1.01849 2.19514 1.28333 -0.232 -0.504 0.188
C 1.36966 0.52688 2.05864 0.139 0.696 -0.135
C 0.18270 -0.17535 2.60502 -0.319 -0.188 0.159
C -0.81939 -0.64901 1.75254 0.193 0.110 -0.143
C -1.93899 -1.27563 2.27366 -0.179 -0.109 0.130
C -2.08915 -1.43953 3.64628 0.117 0.073 -0.107
C -1.09505 -0.97641 4.49814 -0.135 -0.092 0.119
C 0.02914 -0.35317 3.98184 0.129 0.039 -0.146
C -0.25335 2.86527 2.47799 0.390 -0.291 -0.513
C 0.38497 3.47851 3.67493 0.202 0.221 0.292
C 1.30400 4.52498 3.53045 -0.160 -0.214 -0.110
C 1.93000 5.07259 4.63544 0.114 0.146 0.168
C 1.65296 4.60208 5.91350 -0.130 -0.142 -0.122
C 0.72578 3.57835 6.06961 0.145 0.162 0.160
C 0.10279 3.02467 4.96390 -0.098 -0.064 -0.204
H 2.14064 0.70916 2.81038 0.004 -0.103 -0.007
H 1.79636 0.01452 1.19348 0.085 0.037 -0.019
H -0.71100 -0.51895 0.68030 0.023 -0.076 -0.028
H -2.70336 -1.64791 1.60307 0.011 0.072 -0.046
H -2.97039 -1.92734 4.04461 0.006 -0.010 0.011
H -1.19641 -1.10958 5.56979 0.023 0.016 -0.007
H 0.80823 -0.00498 4.65134 -0.002 0.038 -0.002
H -0.94307 2.05840 2.71615 -0.081 0.023 0.012
H -0.75591 3.59093 1.83727 -0.011 0.041 0.029
H 1.52866 4.89581 2.53702 0.026 0.011 0.012
H 2.64124 5.87937 4.50499 0.001 -0.027 -0.045
H 2.15317 5.02448 6.77564 -0.009 0.027 0.002
H 0.48772 3.21624 7.06313 -0.007 -0.035 -0.023
H -0.62334 2.23133 5.09212 0.014 -0.048 -0.007
```
Positions in Å, forces in eV/Å.

***

[2]
Below is a cluster of 5 separate species, C31H32F4INO in total, with properties calculated with ωB97M-V with the def2-TZVPD basis set.

Output
HOMO level, eV: -9.279
Net charge: 0
SMILES: CC[C@H](I)[C@H]1CCC(=O)N1.Fc1ccccc1.Fc1ccccc1.Fc1ccccc1.Fc1ccccc1
Calculated total energy, eV: -55174.772

```
70
Properties=species:S:1:pos:R:3:forces:R:3
C 0.15684 2.43901 0.56470 -0.031 0.052 -0.082
C -0.00217 3.92414 0.92931 0.000 0.017 0.018
C -1.35715 4.51906 0.54138 -0.075 0.025 -0.077
I -1.49755 6.49072 1.38800 0.041 0.122 0.043
C -2.55949 3.63342 0.87891 -0.160 -0.139 -0.002
C -3.85982 4.21840 1.44083 0.021 -0.035 -0.357
C -4.79209 3.02080 1.27771 -0.131 -0.072 0.115
C -4.33782 2.41643 -0.04029 0.101 0.172 -0.220
O -4.90226 1.60079 -0.73034 -0.084 -0.014 0.060
N -3.11075 2.98366 -0.32522 0.177 -0.315 0.331
H -0.55655 2.11739 -0.19596 0.075 0.025 -0.070
H 0.01544 1.78718 1.42269 -0.032 -0.006 0.030
H 1.15097 2.24366 0.16469 0.014 -0.026 0.047
H 0.76661 4.51335 0.42966 0.002 0.049 0.028
H 0.15624 4.06477 1.99990 0.000 -0.060 0.005
H -1.36609 4.73453 -0.52316 -0.075 -0.043 -0.116
H -2.23330 2.85677 1.58716 0.153 0.113 0.006
H -3.76785 4.63325 2.43958 -0.012 -0.117 0.069
H -4.19775 4.99620 0.75060 0.069 0.172 0.193
H -4.60099 2.26335 2.04574 -0.020 0.037 0.033
H -5.85716 3.24010 1.28712 0.018 0.018 -0.081
H -2.50962 2.46301 -0.94875 -0.059 0.075 -0.043
F 0.71025 -0.57904 1.69561 0.002 -0.051 0.038
C 1.26696 -1.36934 0.74852 -0.026 0.049 0.012
C 2.62760 -1.59385 0.79189 0.018 -0.016 -0.009
C 3.18983 -2.40268 -0.18661 0.004 -0.035 -0.008
C 2.39487 -2.96402 -1.17717 -0.014 -0.005 0.004
C 1.02905 -2.71534 -1.19388 -0.036 0.052 0.016
C 0.44893 -1.91034 -0.22260 0.032 -0.023 -0.007
H 3.22547 -1.14545 1.57408 -0.003 -0.003 0.006
H 4.25383 -2.59339 -0.16474 -0.009 0.005 -0.015
H 2.83532 -3.59736 -1.93576 -0.002 0.006 -0.003
H 0.41051 -3.15011 -1.96633 0.002 0.007 0.007
H -0.61333 -1.70720 -0.20798 0.001 0.013 -0.002
F -1.04762 6.66332 -2.48485 -0.027 -0.022 -0.039
C -1.77579 5.88388 -3.31653 -0.025 0.025 0.060
C -3.00312 5.42201 -2.88316 0.026 -0.001 -0.032
C -3.73467 4.59949 -3.72839 -0.025 0.004 -0.004
C -3.24085 4.26472 -4.98181 0.002 0.013 0.011
C -2.00930 4.75635 -5.39356 0.015 -0.009 -0.010
C -1.26077 5.57532 -4.55930 0.001 -0.042 0.008
H -3.37248 5.70350 -1.90752 0.020 0.007 0.058
H -4.69423 4.22022 -3.39996 0.029 -0.012 -0.007
H -3.81547 3.62385 -5.63675 0.004 -0.002 0.004
H -1.62199 4.49826 -6.37060 -0.005 0.005 0.000
H -0.29680 5.96637 -4.85426 0.001 0.002 0.003
F 5.99633 -2.41393 1.48888 0.048 0.014 0.011
C 5.99420 -2.46700 2.84046 -0.039 0.003 -0.044
C 6.54432 -1.41509 3.54352 -0.001 -0.016 0.026
C 6.52969 -1.47666 4.93013 0.005 0.015 0.005
C 5.97441 -2.56964 5.58097 0.000 0.001 -0.012
C 5.42816 -3.61018 4.84223 -0.006 -0.015 0.003
C 5.43261 -3.56730 3.45506 -0.001 0.015 0.029
H 6.97125 -0.57638 3.01124 -0.003 -0.001 -0.005
H 6.95508 -0.66285 5.50257 0.000 -0.005 0.000
H 5.96659 -2.61001 6.66171 0.000 0.000 -0.002
H 4.99364 -4.46365 5.34595 0.000 0.005 0.001
H 5.01019 -4.36144 2.85503 0.003 0.001 -0.006
F 0.51901 -5.39978 -2.81903 0.012 -0.038 -0.015
C -0.34806 -6.05461 -2.01239 0.032 0.005 -0.064
C -1.49295 -6.58232 -2.57324 -0.023 -0.013 0.053
C -2.37609 -7.25813 -1.74285 -0.015 0.002 -0.009
C -2.10697 -7.38996 -0.38739 0.009 0.007 -0.007
C -0.94721 -6.84265 0.14398 0.002 0.005 0.015
C -0.04975 -6.16527 -0.66989 -0.012 0.000 0.006
H -1.67988 -6.46043 -3.63110 0.012 -0.007 -0.004
H -3.27999 -7.68177 -2.16054 0.001 0.002 0.005
H -2.80105 -7.91622 0.25379 0.002 0.000 -0.001
H -0.73618 -6.93937 1.20095 -0.002 -0.004 -0.004
H 0.85872 -5.72451 -0.28259 -0.001 0.007 -0.005
```
Positions in Å, forces in eV/Å.

***

Question: The lowest net charge belongs to which entry?
Answer: C31H32CrN2O4S3